No. 1
Entry from the Open Molecules 2025 dataset: a molecular structure, C3H5O3Pd in a non-equilibrium geometry (ωB97M-V/def2-TZVPD).

As for the net charge: +2. Its multiplicity is 4. The total energy comes out at -469.6873 a.u. Its frontier orbital gap (spin up / spin down) is 6.938 / 8.147 eV. Its relative energy (zero: lowest compared OMol25 entry of this formula, charge and spin) is 0.3316 eV. The calculation puts the LUMO energy (spin up / spin down) at -11.7 / -12.5 eV. The calculation puts the HOMO energy (spin up / spin down) at -0.6847 / -0.7580 hartree.

Positions of all 12 atoms, in Å:
H1 0.342 1.614 -1.165
C1 -0.770 1.192 -0.778
C2 0.025 -0.006 -0.979
O1 0.991 -0.293 -0.133
C3 1.291 -1.602 0.196
O2 0.898 -1.624 1.434
H2 -1.359 1.429 -1.684
H3 -0.375 -0.854 -1.548
H4 1.203 -2.415 1.914
Pd1 0.231 0.326 1.865
O3 -0.864 1.270 0.966
H5 -1.612 0.962 -0.089

***

No. 2
Entry from the Open Molecules 2025 dataset: a molecular structure, C28H40ClF5N4Pb in a non-equilibrium geometry (ωB97M-V/def2-TZVPD).

As for the net charge: -2. The total energy comes out at -2462.1491 a.u. Its frontier orbital gap (spin up / spin down) is 2.004 / 1.954 eV. Its relative energy (zero: lowest compared OMol25 entry of this formula, charge and spin) is 0.0000 eV. The calculation puts the LUMO energy (spin up / spin down) at 4.5 / 4.6 eV. The calculation puts the HOMO energy (spin up / spin down) at 0.0928 / 0.0956 hartree.

Positions of all 79 atoms, in Å:
Pb1 -0.290 -0.216 -0.394
Cl1 2.307 -0.628 0.058
C1 -0.632 -2.182 -4.281
C2 -0.181 -1.599 -2.165
N1 -0.180 -1.179 -3.442
H1 -1.326 -4.201 -3.759
N2 -0.688 -2.848 -2.187
H2 -0.682 -2.080 -5.355
C3 0.214 0.237 -3.852
C4 0.429 0.231 -5.353
C5 -0.875 1.264 -3.499
H3 -0.504 0.044 -5.892
H4 0.798 1.215 -5.658
H5 1.183 -0.510 -5.632
H6 1.931 1.513 -3.721
H7 2.256 -0.144 -3.154
H8 -1.200 1.248 -2.448
C6 1.516 0.661 -3.168
H9 -1.765 1.134 -4.123
H10 -0.474 2.269 -3.688
H11 1.385 1.012 -2.137
C7 -0.955 -3.235 -3.492
C8 -2.322 -3.196 -0.297
H12 -3.161 -3.281 -0.996
H13 -2.528 -3.855 0.563
C9 -1.003 -3.640 -0.955
H14 -0.033 -4.330 0.846
C10 -1.111 -5.104 -1.351
H15 -0.185 -5.433 -1.832
H16 -2.293 -2.171 0.098
H17 0.073 -2.589 0.691
H18 -1.968 -5.274 -2.011
H19 -1.258 -5.715 -0.450
C11 0.103 -3.523 0.109
H20 1.104 -3.617 -0.334
C12 1.502 3.078 3.481
N3 1.021 2.774 2.220
H21 1.440 1.883 5.312
N4 0.592 1.087 3.476
H22 1.975 4.015 3.727
C13 1.239 3.577 0.969
C14 1.395 5.030 1.362
C15 2.483 3.078 0.227
H23 2.304 5.189 1.943
H24 1.465 5.636 0.450
H25 0.514 5.365 1.919
H26 0.138 4.197 -0.761
H27 -0.910 3.582 0.550
H28 2.417 1.998 0.019
C16 0.043 3.434 0.031
H29 3.389 3.277 0.806
H30 2.565 3.614 -0.729
H31 0.033 2.455 -0.472
C17 1.238 2.032 4.269
C18 1.316 -1.294 3.377
H32 2.255 -1.149 3.921
H33 0.974 -2.322 3.552
C19 0.240 -0.324 3.863
H34 -1.347 -1.728 3.588
C20 0.113 -0.389 5.367
H35 -0.642 0.320 5.721
H36 1.511 -1.170 2.303
H37 -0.989 -0.805 2.120
H38 1.075 -0.203 5.853
H39 -0.215 -1.397 5.645
C21 -1.076 -0.729 3.214
H40 -1.888 -0.035 3.461
C22 0.468 1.566 2.235
F1 -3.140 -0.455 -1.987
C23 -3.518 0.326 -0.917
C24 -2.580 0.745 0.003
C25 -3.043 1.560 1.018
F2 -2.194 2.085 1.957
C26 -4.393 1.911 1.157
F3 -4.792 2.689 2.178
C27 -5.325 1.445 0.221
F4 -6.623 1.767 0.341
C28 -4.880 0.647 -0.833
F5 -5.747 0.187 -1.754